Entry from the OMol25 dataset: C3H4N2 in the gas phase in a non-equilibrium geometry (the ωB97M-V functional and the def2-TZVPD basis).

Each line ends with the Löwdin charge.
Atoms and positions in Å:
C1 -0.46266 -0.34834 0.80685  -0.13
C2 -0.44502 0.99899 0.54978  -0.16
N1 0.20848 1.23069 -0.63372  0.04
C3 0.68401 0.09026 -1.04056  -0.21
N2 0.21107 -0.93815 -0.21837  0.02
H1 -1.12626 -0.88183 1.46715  0.10
H2 -0.73830 1.83807 1.15485  0.09
H3 1.64476 -0.14076 -1.48261  0.12
H4 0.02391 -1.84893 -0.60336  0.14

**Electronic energy**: -226.19811 Eh
**Kohn-Sham gap**: 9.800 eV
**LUMO energy**: 1.00 eV
**Energy relative to the best compared isomer or geometry (same formula, charge and spin)**: 0.737 eV
**E_HOMO**: -8.80 eV